168
Properties=species:S:1:pos:R:3:forces:R:3 method="wB97M-V/def2-TZVPD" mol_weight_g_mol=913.3 lumo_ha=0.0138 homo_lumo_gap_ev=9.664 e_above_lowest_kcal_mol=51.6 homo_ev=-9.290
C 3.370 -3.291 -3.444 -0.858 0.286 1.011
C 3.261 -4.634 -2.751 -0.456 -0.949 -0.554
O 1.994 -4.859 -2.053 1.762 -0.160 -1.546
O 3.133 -2.320 -2.359 0.864 -0.402 -1.122
H 2.635 -3.223 -4.261 0.086 0.419 0.371
H 4.393 -3.193 -3.854 -0.449 0.224 0.205
H 4.198 -4.617 -2.124 -1.108 -0.879 -0.029
H 3.264 -5.436 -3.561 0.461 0.780 1.222
H 2.006 -4.404 -1.212 0.099 0.471 0.658
H 2.379 -1.767 -2.585 -0.330 0.158 -0.395
C 2.147 0.224 -5.453 -0.760 -0.215 -0.857
C 1.713 0.486 -4.026 0.112 1.051 -1.185
O 1.038 -0.643 -3.583 -0.220 -0.999 0.486
O 1.019 0.026 -6.384 1.981 0.906 0.742
H 2.885 -0.602 -5.450 -0.764 -0.216 -0.091
H 2.749 1.038 -5.835 -0.259 0.525 -0.140
H 1.089 1.394 -3.882 0.245 -0.505 -0.477
H 2.616 0.661 -3.469 0.667 0.032 0.552
H 0.618 -0.354 -2.768 -0.818 -0.032 0.826
H 0.569 -0.814 -6.211 0.065 -0.473 0.135
C 1.347 -1.794 5.685 0.806 0.216 1.282
C 0.579 -1.298 4.499 0.926 1.040 -0.817
O 1.475 -0.860 3.416 -1.190 -1.218 0.633
O 2.274 -2.785 5.336 0.441 -0.178 -1.363
H 0.681 -2.217 6.456 0.077 0.246 -0.321
H 1.967 -0.987 6.180 -1.012 -0.155 -0.434
H -0.019 -0.460 4.833 -0.487 0.264 -0.101
H -0.018 -2.041 4.012 -0.473 -0.544 0.081
H 2.083 -0.258 3.808 0.924 1.006 0.371
H 2.603 -2.457 4.468 0.008 -0.676 0.627
C -2.225 -0.329 -6.267 0.534 -0.105 2.774
C -1.822 -1.612 -5.459 -1.437 -1.114 -1.430
O -0.476 -2.067 -5.693 -0.435 0.342 0.954
O -1.532 0.813 -5.736 -2.749 -0.191 0.464
H -3.278 -0.178 -6.088 -0.451 0.123 0.212
H -2.116 -0.338 -7.319 0.475 -0.693 -1.187
H -2.559 -2.460 -5.686 1.017 0.966 -0.202
H -1.943 -1.520 -4.382 -0.130 0.802 0.066
H -0.085 -1.899 -4.811 0.410 -0.289 -0.569
H -0.662 0.726 -6.044 2.473 0.078 -0.625
C 0.479 4.612 5.204 -1.096 0.107 -1.029
C 1.513 3.547 4.899 -0.577 -0.254 1.630
O 2.279 3.719 3.783 1.003 0.369 -1.550
O -0.770 4.639 4.429 1.340 -0.045 -0.382
H 0.893 5.599 5.019 0.475 0.102 0.625
H 0.172 4.435 6.221 -0.058 0.331 0.508
H 1.052 2.539 4.943 0.128 0.306 0.070
H 2.244 3.659 5.716 -0.385 -0.362 0.098
H 1.781 3.524 2.994 -0.406 -0.078 -0.554
H -0.608 5.293 3.717 -0.487 -0.200 0.354
C -1.611 3.950 1.316 -1.220 2.426 0.137
C -1.963 5.433 1.102 -0.477 0.508 0.526
O -1.477 6.360 2.130 0.467 -2.034 -0.167
O -2.277 3.456 2.424 -0.340 -0.646 1.210
H -0.577 3.798 1.379 1.752 -0.303 -0.103
H -2.047 3.485 0.474 -0.045 -0.789 -1.213
H -3.067 5.458 1.142 0.300 0.094 -0.221
H -1.616 5.777 0.130 0.095 -0.062 -0.153
H -1.782 7.232 1.927 -0.294 0.653 -0.227
H -1.795 3.786 3.200 -0.230 -0.259 0.339
C -5.409 -1.236 -0.145 -0.551 -3.351 1.265
C -4.384 -0.472 -0.877 -0.530 1.946 -0.235
C -4.417 -0.705 -2.379 0.664 1.948 -0.084
O -4.787 0.925 -0.736 1.071 0.323 0.366
H -6.473 -1.093 -0.379 0.457 0.587 -0.237
H -5.317 -1.371 0.962 0.090 1.014 -0.980
H -5.221 -2.280 -0.423 -0.193 -0.292 -0.197
H -3.388 -0.570 -0.389 -0.381 -0.296 -0.621
H -3.582 -0.120 -2.873 -0.974 -0.488 0.463
H -5.399 -0.377 -2.801 0.802 -0.348 0.400
H -4.228 -1.717 -2.569 0.092 -1.622 -0.525
H -4.718 1.032 0.222 -0.165 0.559 0.197
C -0.647 0.301 0.998 0.244 0.461 -0.692
C 0.168 0.942 -0.092 1.448 -2.111 -1.215
C 1.650 0.444 -0.023 -1.478 1.922 1.291
O -0.309 0.534 -1.372 1.028 -1.183 -0.214
H -1.630 0.675 0.914 -1.346 0.375 0.095
H -0.277 0.516 1.959 0.525 0.546 1.327
H -0.690 -0.754 0.945 0.151 -1.220 -0.469
H 0.029 1.985 -0.053 0.280 1.529 0.316
H 1.957 0.842 0.975 0.531 -0.925 -0.668
H 2.345 0.732 -0.797 -0.045 0.771 -0.308
H 1.571 -0.607 -0.112 0.157 -1.306 0.620
H -1.044 1.094 -1.608 -0.938 0.620 -0.269
C -0.999 -4.682 -2.769 0.777 -0.373 0.708
C -2.381 -5.246 -3.014 -0.940 1.528 -1.174
C -2.329 -6.296 -4.130 0.381 1.053 -0.211
O -2.915 -5.855 -1.867 -0.290 -0.741 -0.445
H -0.402 -4.597 -3.702 -0.500 0.436 0.519
H -0.460 -5.468 -2.186 -0.265 0.675 -0.261
H -1.007 -3.744 -2.156 0.144 -0.621 -0.628
H -3.119 -4.378 -3.398 1.368 -1.616 0.723
H -1.595 -7.110 -3.958 -0.269 0.657 -0.056
H -2.139 -5.729 -5.082 0.029 -0.848 0.714
H -3.309 -6.710 -4.164 -0.736 -0.595 -0.325
H -3.010 -5.263 -1.125 0.208 0.443 0.450
C -3.381 4.241 -2.536 0.424 -1.338 0.119
C -2.536 2.922 -2.822 0.067 0.965 -0.986
C -1.242 3.270 -3.604 -0.457 2.203 0.065
O -2.248 2.208 -1.624 -1.092 -0.022 0.693
H -2.858 4.851 -1.760 -0.375 -0.508 -0.551
H -4.410 3.974 -2.188 0.836 0.317 -0.263
H -3.425 4.822 -3.466 -0.164 -0.094 0.264
H -3.038 2.208 -3.490 -0.469 0.444 0.132
H -1.408 3.385 -4.685 -0.522 -0.024 0.367
H -0.470 2.571 -3.576 0.904 -1.678 0.481
H -0.733 4.220 -3.297 -0.697 -0.516 0.161
H -3.103 1.813 -1.273 0.801 0.535 -0.522
C -2.665 -2.645 2.093 -0.319 -0.964 -0.115
C -1.945 -3.645 1.177 -0.440 0.351 -0.070
C -0.541 -4.023 1.661 -0.198 -0.059 0.633
O -2.785 -4.762 0.814 0.317 0.278 0.347
H -3.486 -2.149 1.582 -0.083 -0.190 -0.060
H -1.993 -1.873 2.391 0.579 0.597 0.312
H -3.052 -3.135 2.995 0.057 0.029 -0.087
H -1.886 -3.170 0.199 0.585 0.279 -0.033
H -0.078 -4.635 0.914 0.377 -0.399 -0.449
H -0.467 -4.572 2.626 -0.578 0.216 -0.466
H 0.095 -3.142 1.799 -0.211 0.092 -0.248
H -3.037 -5.255 1.596 -0.003 -0.131 0.220
C 2.131 3.833 -1.366 1.747 1.145 -0.895
C 3.050 4.043 -0.171 -0.340 1.411 -0.548
C 4.344 4.801 -0.548 0.989 -2.373 -1.763
O 2.309 4.826 0.793 0.124 -0.331 0.382
H 1.265 3.248 -1.143 -0.672 0.055 0.132
H 2.662 3.371 -2.224 -0.111 -0.114 0.657
H 1.981 4.859 -1.717 -0.975 -0.166 -0.094
H 3.191 3.087 0.257 0.989 -1.112 0.612
H 4.210 5.750 -1.065 -0.470 0.253 0.605
H 4.819 4.180 -1.412 -0.430 0.731 1.541
H 5.102 4.848 0.259 -0.593 0.149 -0.361
H 2.840 4.793 1.605 -0.241 0.285 -0.196
C 5.900 3.004 2.847 -1.035 -1.154 -1.041
C 5.561 1.486 2.698 1.597 1.277 -1.551
C 4.487 0.998 3.589 -0.466 -1.287 -0.068
O 5.074 1.176 1.375 -0.860 1.926 0.518
H 4.943 3.556 2.817 0.505 0.058 0.220
H 6.547 3.343 2.000 -0.352 -0.287 0.918
H 6.368 3.042 3.823 0.219 0.705 0.104
H 6.571 1.007 2.740 -0.890 -0.180 0.697
H 4.445 1.366 4.581 0.490 0.199 1.169
H 4.507 -0.099 3.532 -0.080 0.137 0.491
H 3.539 1.283 3.158 -0.279 0.322 -0.406
H 5.601 0.481 1.073 1.078 -1.659 -1.037
C -5.547 -0.229 3.207 1.747 0.081 1.584
C -4.484 0.871 3.513 -2.198 0.792 0.360
C -3.768 0.653 4.866 -0.699 0.079 -0.752
O -3.660 0.884 2.399 0.529 -1.257 -0.929
H -6.303 -0.026 2.489 -0.370 0.590 -0.752
H -6.038 -0.480 4.144 -0.081 -0.309 0.021
H -4.912 -1.066 2.856 -0.632 0.138 0.386
H -4.914 1.916 3.539 -0.186 -1.008 0.350
H -3.517 -0.395 5.030 -0.233 -0.096 0.165
H -4.384 1.094 5.675 0.380 -0.513 -0.298
H -2.839 1.183 4.801 0.620 0.500 0.199
H -3.168 1.687 2.448 1.060 1.259 -0.205
C 4.326 -4.479 0.897 -0.622 -2.054 -0.154
C 3.321 -3.425 1.220 -0.037 1.508 -1.683
C 4.130 -2.137 1.404 -0.229 -0.714 1.519
O 2.357 -3.198 0.169 1.139 0.052 -0.414
H 5.073 -4.042 0.233 0.031 -0.419 -0.215
H 3.841 -5.430 0.426 1.006 1.591 0.983
H 4.816 -4.683 1.866 0.051 -0.469 -0.575
H 2.720 -3.668 2.049 -0.549 -0.295 1.288
H 4.622 -2.220 2.401 0.215 0.226 -0.761
H 3.514 -1.264 1.433 -0.477 0.519 -0.062
H 4.840 -2.077 0.584 0.269 0.252 0.067
H 2.908 -2.824 -0.562 -0.852 -0.089 0.083